[1]
ORCA calculation (ωB97M-V/def2-TZVPD) on a molecular structure, C56H59GeN2OPS3SnTe at a distorted geometry.

Cartesian coordinates (Å):
Sn -0.733 -1.406 0.112
C 3.232 -2.292 0.934
C 2.794 -2.133 -0.483
N 2.673 -0.967 -0.981
N 2.446 -0.843 -2.286
C 1.469 -0.283 -2.833
S 0.003 0.351 -1.953
S 1.519 0.036 -4.567
C -0.066 -0.718 -5.090
C 0.044 -2.190 -5.390
C 1.040 -2.686 -6.227
C 1.103 -4.039 -6.516
C 0.168 -4.912 -5.975
C -0.815 -4.428 -5.128
C -0.873 -3.073 -4.832
C 2.489 -3.338 -1.294
C 3.500 -4.045 -1.932
C 3.198 -5.120 -2.753
C 1.871 -5.490 -2.923
C 0.856 -4.798 -2.287
C 1.145 -3.705 -1.466
O 0.166 -3.053 -0.846
H 3.535 -1.341 1.365
H 4.059 -3.004 0.974
H 2.410 -2.715 1.520
H -0.372 -0.152 -5.970
H -0.790 -0.539 -4.296
H 1.773 -2.008 -6.648
H 1.882 -4.415 -7.167
H 0.209 -5.967 -6.214
H -1.540 -5.105 -4.694
H -1.642 -2.694 -4.168
H 4.529 -3.736 -1.791
H 3.988 -5.657 -3.262
H 1.624 -6.335 -3.555
H -0.181 -5.082 -2.414
C -5.846 1.173 -0.668
P -4.230 0.271 -0.524
C -4.492 -0.522 1.111
C -4.033 -1.790 1.468
C -4.085 -2.226 2.785
C -4.581 -1.398 3.779
C -5.017 -0.124 3.446
C -4.969 0.307 2.131
C -4.502 -0.950 -1.873
C -4.343 -0.400 -3.149
C -4.384 -1.190 -4.284
C -4.550 -2.565 -4.161
C -4.718 -3.122 -2.904
C -4.706 -2.322 -1.767
H -6.665 0.550 -0.309
H -6.009 1.419 -1.716
H -5.809 2.102 -0.101
H -3.640 -2.462 0.719
H -3.727 -3.218 3.034
H -4.625 -1.734 4.807
H -5.374 0.545 4.219
H -5.287 1.316 1.902
H -4.180 0.669 -3.248
H -4.279 -0.743 -5.264
H -4.523 -3.195 -5.041
H -4.865 -4.190 -2.803
H -4.891 -2.779 -0.805
Te -1.121 1.510 1.230
C -1.772 2.121 3.117
C -1.480 1.731 4.385
C -2.165 2.500 5.368
C -2.962 3.458 4.831
S -2.890 3.439 3.112
H -0.808 0.917 4.616
H -2.060 2.341 6.432
H -3.582 4.185 5.330
C 3.181 4.492 1.973
C 3.923 4.216 0.665
C 2.981 4.022 -0.527
C 2.171 2.732 -0.390
Ge 0.854 2.506 -1.855
C -0.788 3.622 -2.019
C -0.584 5.140 -2.155
C -0.466 5.639 -3.596
C 0.743 5.088 -4.347
H 3.878 4.822 2.745
H 2.674 3.603 2.350
H 2.435 5.277 1.834
H 4.545 3.324 0.782
H 4.592 5.053 0.450
H 3.557 4.002 -1.457
H 2.308 4.886 -0.576
H 1.669 2.715 0.572
H 2.830 1.860 -0.445
H 1.670 2.504 -3.150
H -1.377 3.412 -1.127
H -1.353 3.233 -2.870
H 0.304 5.454 -1.597
H -1.439 5.641 -1.696
H -0.405 6.730 -3.569
H -1.379 5.379 -4.140
H 1.660 5.249 -3.775
H 0.858 5.583 -5.311
H 0.637 4.018 -4.527
C 0.255 -0.074 1.731
C 1.013 -0.076 2.762
C 1.788 -0.198 3.832
C 3.212 0.189 3.785
C 3.675 1.082 2.814
C 5.015 1.415 2.734
C 5.931 0.859 3.617
C 5.489 -0.049 4.568
C 4.147 -0.382 4.654
C 1.174 -0.728 5.078
C 0.248 -1.769 5.031
C -0.357 -2.232 6.189
C -0.058 -1.651 7.413
C 0.846 -0.600 7.469
C 1.459 -0.142 6.314
H 2.961 1.512 2.120
H 5.351 2.110 1.974
H 6.979 1.123 3.561
H 6.194 -0.511 5.248
H 3.824 -1.105 5.390
H 0.009 -2.212 4.071
H -1.064 -3.051 6.135
H -0.531 -2.011 8.318
H 1.073 -0.130 8.418
H 2.150 0.689 6.363

Results
LUMO ... -0.0045 Eh
Largest force on an atom ... 1.3 eV/A
HOMO energy ... -7.14 eV
Total charge ... 0
HOMO-LUMO gap ... 7.022 eV
Molar mass ... 1222.2 g/mol


[2]
ORCA calculation (ωB97M-V/def2-TZVPD) on a molecular structure, C24H45As3NO4SV.

Cartesian coordinates (Å):
V -0.290 0.295 0.543
C 0.879 -6.643 -0.460
As 0.919 -5.111 0.771
C -1.001 -5.159 1.138
C 0.882 -3.635 -0.548
C 2.248 -3.074 -0.989
C 1.980 -2.107 -2.147
C 2.927 -2.371 0.197
As 2.162 -0.659 0.760
C 3.231 0.603 -0.271
C 3.057 -0.478 2.484
C 3.120 -4.245 -1.474
As 4.984 -4.127 -2.140
C 5.961 -4.163 -0.434
C 5.329 -2.244 -2.574
H 0.228 -6.422 -1.308
H 0.482 -7.504 0.077
H 1.876 -6.889 -0.823
H -1.570 -5.169 0.207
H -1.293 -4.286 1.718
H -1.223 -6.060 1.708
H 0.294 -2.823 -0.108
H 0.322 -3.983 -1.422
H 1.231 -1.352 -1.898
H 1.594 -2.663 -3.006
H 2.883 -1.585 -2.466
H 3.971 -2.168 -0.036
H 2.917 -3.029 1.070
H 4.292 0.352 -0.238
H 3.069 1.593 0.155
H 2.868 0.616 -1.298
H 4.133 -0.632 2.398
H 2.640 -1.194 3.191
H 2.858 0.528 2.853
H 2.580 -4.757 -2.277
H 3.233 -4.982 -0.667
H 5.630 -5.024 0.146
H 5.817 -3.260 0.159
H 7.023 -4.281 -0.650
H 4.816 -1.967 -3.493
H 6.404 -2.160 -2.743
H 5.041 -1.559 -1.779
C -3.746 7.578 3.529
C -2.964 6.423 2.963
C -3.595 5.236 2.607
C -2.875 4.169 2.088
C -1.504 4.289 1.925
C -0.855 5.466 2.266
C -1.586 6.524 2.784
S -0.568 2.917 1.297
O 0.682 3.493 0.829
O -0.458 1.963 2.410
N -1.423 2.179 0.208
C -1.303 2.601 -1.188
C -0.577 1.574 -2.079
O -0.505 1.796 -3.279
O -0.084 0.532 -1.478
H -4.812 7.357 3.555
H -3.603 8.481 2.932
H -3.425 7.807 4.547
H -4.668 5.146 2.733
H -3.362 3.245 1.800
H 0.213 5.543 2.112
H -1.080 7.446 3.049
H -0.765 3.546 -1.303
H -2.298 2.740 -1.618
C -3.987 -2.076 1.413
C -2.886 -1.328 0.655
C -2.635 -2.013 -0.689
C -1.583 -1.188 1.451
H -4.921 -2.135 0.841
H -4.201 -1.590 2.368
H -3.664 -3.100 1.630
H -3.267 -0.319 0.442
H -2.258 -3.029 -0.523
H -1.890 -1.474 -1.280
H -3.550 -2.092 -1.285
H -1.165 -2.192 1.622
H -1.815 -0.788 2.452

Results
LUMO (spin up / spin down) ... 0.0933 / 0.0933 Eh
Largest force on an atom ... 0.6 eV/A
HOMO energy (spin up / spin down) ... -3.84 / -4.72 eV
Total charge ... -1
HOMO-LUMO gap (spin up / spin down) ... 6.377 / 7.254 eV
Molar mass ... 719.4 g/mol
Multiplicity ... 4


[3]
ORCA calculation (ωB97M-V/def2-TZVPD) on a molecular structure, C20H30O15 at a distorted geometry.

Cartesian coordinates (Å):
C 0.965 18.654 7.897
C 2.208 19.042 8.683
C 2.455 18.313 9.991
O 3.888 17.924 9.957
C 4.327 18.165 8.740
O 5.408 17.867 8.317
O 3.345 18.534 7.985
H 0.596 17.653 8.119
H 1.132 18.529 6.827
H 0.172 19.382 8.068
H 2.251 20.118 8.850
H 1.775 17.473 10.131
H 2.263 19.017 10.801
C -1.783 20.611 8.008
C -0.932 21.734 8.737
C 0.003 21.254 9.967
O 1.230 21.885 9.569
C 1.139 22.396 8.359
O 2.032 22.993 7.696
O -0.056 22.294 7.838
H -2.389 20.006 8.682
H -1.127 19.865 7.560
H -2.506 21.071 7.333
H -1.560 22.490 9.208
H 0.054 20.167 9.909
H -0.221 21.654 10.956
C 6.809 15.976 8.121
C 7.935 16.281 9.074
C 9.152 15.490 8.737
O 10.055 16.546 8.630
C 9.561 17.768 8.903
O 10.218 18.756 9.089
O 8.253 17.681 8.976
H 5.875 16.449 8.423
H 6.628 14.904 8.042
H 6.939 16.394 7.123
H 7.584 16.088 10.088
H 8.999 15.072 7.742
H 9.476 14.697 9.410
C -0.296 18.483 4.140
C -0.724 17.337 5.020
C 0.013 17.402 6.329
O -0.920 17.598 7.356
C -2.163 17.632 6.856
O -3.183 17.891 7.471
O -2.060 17.494 5.489
H -0.649 19.369 4.667
H -0.841 18.663 3.213
H 0.779 18.512 3.964
H -0.683 16.407 4.454
H 0.901 18.034 6.337
H 0.340 16.392 6.577
C 3.153 18.566 14.226
C 2.237 19.708 13.829
C 2.869 20.864 13.059
O 2.322 20.777 11.791
C 1.344 19.885 11.770
O 0.454 19.748 10.897
O 1.179 19.346 13.010
H 2.592 17.769 14.712
H 3.868 18.880 14.987
H 3.485 18.049 13.326
H 1.911 20.125 14.782
H 3.954 20.769 13.116
H 2.517 21.767 13.557

Results
LUMO ... 0.0047 Eh
Largest force on an atom ... 16.4 eV/A
HOMO energy ... -8.28 eV
Total charge ... 0
HOMO-LUMO gap ... 8.406 eV
Molar mass ... 510.4 g/mol


[4]
ORCA calculation (ωB97M-V/def2-TZVPD) on 8 unconnected molecules or ions with the total composition C11H38N10O11 at a distorted geometry.

Cartesian coordinates (Å):
N -13.722 -22.025 15.632
C -13.648 -23.231 15.014
N -12.564 -23.984 15.367
O -14.485 -23.580 14.181
H -13.051 -21.877 16.368
H -14.561 -21.468 15.633
H -12.106 -23.806 16.257
H -12.735 -24.963 15.189
N -16.063 -19.840 16.246
C -17.170 -19.771 15.418
N -18.363 -20.032 16.033
O -17.084 -19.414 14.264
H -15.284 -19.284 15.942
H -16.271 -20.114 17.195
H -18.492 -20.408 16.954
H -19.214 -19.862 15.529
N -10.194 -26.638 13.949
C -10.629 -27.271 15.074
N -10.299 -28.577 15.181
O -11.342 -26.700 15.898
H -9.577 -27.160 13.349
H -10.619 -25.821 13.548
H -9.695 -29.053 14.538
H -10.626 -29.018 16.021
N -14.154 -23.734 9.304
C -13.560 -23.367 10.481
N -13.591 -24.320 11.466
O -13.032 -22.277 10.627
H -14.168 -23.060 8.565
H -14.740 -24.546 9.371
H -13.603 -25.300 11.262
H -13.718 -23.991 12.414
N -13.432 -20.656 19.011
C -14.563 -19.965 19.336
N -15.734 -20.699 19.299
O -14.566 -18.838 19.796
H -13.450 -21.622 18.745
H -12.586 -20.178 19.264
H -15.673 -21.536 18.742
H -16.582 -20.189 19.465
O -11.841 -25.369 20.439
C -11.920 -24.524 19.310
C -10.586 -24.277 18.645
O -10.796 -23.363 17.567
H -11.830 -26.263 20.058
H -12.576 -24.958 18.548
H -12.377 -23.587 19.640
H -10.179 -25.220 18.263
H -9.841 -23.880 19.342
H -9.948 -23.173 17.156
O -12.393 -27.984 19.513
C -13.781 -27.876 19.199
C -14.107 -27.706 17.726
O -13.662 -26.491 17.210
H -12.098 -28.849 19.220
H -14.285 -28.774 19.586
H -14.232 -27.084 19.798
H -15.198 -27.799 17.669
H -13.742 -28.579 17.166
H -12.773 -26.589 16.816
O -17.566 -21.329 9.851
C -17.520 -22.465 10.696
C -16.745 -22.260 11.976
O -16.792 -23.528 12.661
H -18.336 -20.808 10.094
H -18.488 -22.956 10.851
H -17.018 -23.265 10.135
H -17.254 -21.529 12.611
H -15.711 -21.968 11.797
H -15.923 -23.604 13.088

Results
LUMO ... -0.0037 Eh
Largest force on an atom ... 1.7 eV/A
HOMO energy ... -8.83 eV
Total charge ... 0
HOMO-LUMO gap ... 8.731 eV
Molar mass ... 486.5 g/mol
Structure (SMILES) ... NC(N)=O.NC(N)=O.NC(N)=O.NC(N)=O.NC(N)=O.OCCO.OCCO.OCCO


[5]
ORCA calculation (ωB97M-V/def2-TZVPD) on a single C24H27N3O3S molecule.

Cartesian coordinates (Å):
C -8.182 -1.076 0.866
O -7.090 -0.359 0.340
C -5.878 -0.966 0.266
C -5.622 -2.284 0.666
C -4.356 -2.816 0.552
C -3.312 -2.051 0.039
N -2.044 -2.554 -0.088
C -0.959 -1.873 -0.567
O 0.128 -2.438 -0.641
C -1.211 -0.499 -0.981
C -0.039 0.313 -1.472
N 0.654 0.980 -0.381
C -0.029 2.116 0.192
C -0.020 3.377 -0.699
C 1.374 3.988 -0.841
C 1.471 4.855 0.415
C 0.005 5.203 0.719
O -0.815 4.385 -0.108
C 1.842 0.545 0.131
S 2.680 1.469 1.228
N 2.276 -0.667 -0.291
C 3.530 -1.247 -0.083
C 3.587 -2.636 0.016
C 4.800 -3.276 0.175
C 5.986 -2.554 0.233
C 7.300 -3.246 0.438
C 5.921 -1.172 0.110
C 4.715 -0.519 -0.053
C -2.457 0.024 -0.891
C -3.556 -0.724 -0.369
C -4.843 -0.200 -0.249
H -8.411 -1.961 0.262
H -9.026 -0.390 0.831
H -8.004 -1.377 1.903
H -6.411 -2.899 1.069
H -4.170 -3.833 0.865
H -1.873 -3.512 0.194
H 0.662 -0.324 -2.014
H -0.402 1.085 -2.158
H -1.072 1.847 0.394
H 0.455 2.356 1.140
H -0.478 3.153 -1.669
H 1.420 4.601 -1.742
H 2.152 3.230 -0.881
H 1.912 4.280 1.228
H 2.074 5.746 0.256
H -0.232 6.244 0.477
H -0.244 5.027 1.772
H 1.558 -1.358 -0.524
H 2.670 -3.205 -0.035
H 4.825 -4.353 0.256
H 7.262 -4.270 0.072
H 7.545 -3.276 1.501
H 8.101 -2.717 -0.075
H 6.833 -0.593 0.137
H 4.695 0.553 -0.155
H -2.650 1.034 -1.225
H -5.046 0.814 -0.553

Results
LUMO ... -0.0109 Eh
Largest force on an atom ... 0.8 eV/A
HOMO energy ... -7.52 eV
Total charge ... 0
HOMO-LUMO gap ... 7.228 eV
Molar mass ... 437.6 g/mol
Structure (SMILES) ... COc1ccc2[nH]c(=O)c(CN(C[C@@H]3CCCO3)C(=S)Nc3ccc(C)cc3)cc2c1


[6]
ORCA calculation (ωB97M-V/def2-TZVPD) on a single C9H13N3 molecule at a distorted geometry.

Cartesian coordinates (Å):
C -1.710 -2.826 0.948
C -1.455 -2.577 2.284
N -1.110 -1.444 2.886
C -0.892 -0.430 2.073
C -0.736 -0.624 0.659
N -0.382 0.484 -0.079
C -0.032 0.218 -1.625
C 1.485 0.385 -1.717
N 1.853 1.719 -1.389
C 0.947 2.429 -0.488
C 0.559 1.393 0.495
C -1.159 -1.770 0.077
H -2.215 -3.745 0.647
H -1.781 -3.357 3.014
H -0.582 0.562 2.556
H -0.363 1.070 -2.190
H -0.575 -0.639 -2.065
H 1.722 -0.364 -1.059
H 1.800 0.248 -2.701
H 2.271 2.262 -2.239
H 1.546 3.285 -0.199
H 0.075 2.669 -1.042
H 1.546 0.870 0.828
H 0.220 1.920 1.369
H -1.032 -1.738 -1.044

Results
LUMO ... 0.0278 Eh
Largest force on an atom ... 3.6 eV/A
HOMO energy ... -7.93 eV
Total charge ... 0
HOMO-LUMO gap ... 8.691 eV
Molar mass ... 163.2 g/mol
Structure (SMILES) ... c1cncc(N2CCNCC2)c1


[7]
ORCA calculation (ωB97M-V/def2-TZVPD) on a single C17H19NO5S molecule.

Cartesian coordinates (Å):
C -3.435 3.645 -5.291
O -3.863 3.618 -3.952
C -3.280 2.729 -3.101
C -3.747 2.737 -1.787
C -3.233 1.872 -0.845
C -2.228 0.975 -1.194
N -1.647 0.058 -0.311
C -1.682 0.078 1.038
O -2.352 0.816 1.724
C -0.753 -0.964 1.648
S 0.888 -0.821 0.853
O 0.853 -1.652 -0.325
O 1.201 0.569 0.662
C 2.015 -1.528 2.050
C 2.544 -0.717 3.035
C 3.381 -1.271 3.986
C 3.688 -2.630 3.958
C 4.613 -3.217 4.977
C 3.143 -3.424 2.953
C 2.305 -2.878 1.998
C -1.753 0.968 -2.510
O -0.775 0.054 -2.861
C 0.539 0.586 -2.872
C -2.272 1.839 -3.456
H -2.376 3.913 -5.370
H -3.605 2.684 -5.787
H -4.036 4.412 -5.777
H -4.524 3.437 -1.525
H -3.594 1.890 0.169
H -0.990 -0.568 -0.772
H -0.647 -0.783 2.714
H -1.097 -1.977 1.458
H 2.303 0.334 3.032
H 3.804 -0.647 4.759
H 4.428 -4.281 5.104
H 4.501 -2.718 5.936
H 5.646 -3.090 4.652
H 3.379 -4.477 2.920
H 1.883 -3.473 1.204
H 0.832 0.947 -1.880
H 0.630 1.402 -3.596
H 1.189 -0.238 -3.158
H -1.877 1.792 -4.458

Results
LUMO ... 0.0144 Eh
Largest force on an atom ... 0.7 eV/A
HOMO energy ... -7.81 eV
Total charge ... 0
HOMO-LUMO gap ... 8.203 eV
Molar mass ... 349.4 g/mol
Structure (SMILES) ... COc1ccc(NC(=O)CS(=O)(=O)c2ccc(C)cc2)c(OC)c1


[8]
ORCA calculation (ωB97M-V/def2-TZVPD) on a gas-phase ion, C5H11N4O2 (charge +1) at a distorted geometry.

Cartesian coordinates (Å):
C 2.765 1.956 -0.352
N 1.443 1.492 -0.163
C 0.300 1.779 -0.766
N -0.836 1.206 -0.553
C -1.321 0.356 0.453
O -2.132 1.054 1.324
C -1.040 -1.009 0.567
N -1.671 -1.827 1.514
C -0.205 -1.602 -0.563
N -0.391 -2.895 -0.846
O 0.649 -0.896 -1.048
H 3.330 2.502 0.466
H 3.282 1.109 -0.846
H 2.721 2.838 -1.090
H 1.403 0.762 0.528
H 0.434 2.237 -1.690
H -1.653 1.688 -0.825
H -2.722 0.358 1.820
H -1.188 -2.729 1.720
H -1.892 -1.684 2.482
H -1.127 -3.389 -0.363
H -0.149 -3.306 -1.772

Results
LUMO ... -0.1187 Eh
Largest force on an atom ... 4.3 eV/A
HOMO energy ... -12.02 eV
Total charge ... +1
HOMO-LUMO gap ... 8.792 eV
Molar mass ... 159.2 g/mol
Structure (SMILES) ... C/[NH+]=C/N/C(O)=C(/N)C(N)=O